Computed, not measured: a structure of composition C31H41FN5O7SbV in a non-equilibrium geometry, with the ωB97M-V functional and the def2-TZVPD basis.

Each line ends with the Mulliken spin population.
Cartesian coordinates (Å):
V: 1.218 -2.378 2.004  1.9128
N: -0.807 -3.406 2.461  0.0127
C: -0.561 -4.065 3.754  0.0017
C: 0.779 -4.820 3.627  0.0144
O: 1.030 -5.835 4.262  0.0027
N: 1.546 -4.209 2.716  -0.0137
C: 2.789 -4.788 2.277  0.0116
C: 3.035 -4.238 0.880  0.0138
O: 3.566 -4.854 -0.011  -0.0023
O: 2.563 -2.978 0.705  0.0170
H: -1.543 -2.711 2.503  0.0012
H: -1.043 -4.079 1.739  0.0034
H: -1.341 -4.751 4.089  -0.0012
H: -0.459 -3.276 4.501  0.0011
H: 2.745 -5.879 2.272  0.0010
H: 3.620 -4.471 2.917  0.0000
C: -3.477 3.668 1.269  0.0004
C: -1.983 3.684 0.987  0.0131
N: -1.413 2.350 0.857  0.0278
C: -0.838 1.785 1.957  0.1171
C: -0.375 0.513 2.005  -0.0295
C: 0.163 0.057 3.332  -0.0212
O: 0.184 0.781 4.318  0.0099
O: 0.548 -1.187 3.361  -0.0264
C: -0.510 -0.312 0.817  0.1915
O: -0.021 -1.514 0.679  0.1033
C: -1.238 0.222 -0.271  -0.0452
C: -1.542 -0.593 -1.404  0.2931
C: -2.173 -0.030 -2.484  -0.0314
F: -2.488 -0.839 -3.535  0.0003
C: -2.508 1.308 -2.557  0.0404
C: -2.263 2.121 -1.411  0.0925
C: -1.666 1.587 -0.288  0.0247
N: -3.052 1.946 -3.716  0.0245
C: -4.407 2.469 -3.597  0.0425
C: -4.493 3.739 -4.471  0.0042
N: -3.286 3.712 -5.366  0.0061
C: -3.218 2.396 -6.083  0.0066
C: -2.864 1.331 -5.017  0.0285
H: -3.862 4.685 1.346  0.0009
H: -3.679 3.154 2.209  -0.0010
H: -4.022 3.147 0.481  -0.0038
H: -1.450 4.171 1.803  0.0054
H: -1.752 4.253 0.083  -0.0068
H: -0.750 2.414 2.832  0.0218
H: -1.279 -1.640 -1.403  0.0625
H: -2.538 3.166 -1.455  0.0739
H: -4.610 2.719 -2.559  0.0025
H: -5.155 1.733 -3.918  -0.0155
H: -4.439 4.660 -3.893  -0.0003
H: -5.376 3.762 -5.107  -0.0005
H: -2.488 3.700 -4.713  -0.0015
H: -3.242 4.514 -5.988  -0.0003
H: -2.469 2.471 -6.869  -0.0023
H: -4.195 2.236 -6.535  0.0016
H: -1.823 1.024 -5.110  -0.0066
H: -3.491 0.450 -5.178  -0.0076
C: 2.768 -1.087 5.625  0.0014
C: 3.164 -0.982 4.186  0.0197
O: 3.290 -1.963 3.472  0.0048
C: 3.315 0.379 3.560  0.0051
C: 3.361 1.540 4.323  -0.0012
C: 3.449 2.776 3.699  0.0004
C: 3.480 2.850 2.313  -0.0007
C: 3.433 1.692 1.546  0.0143
C: 3.358 0.458 2.172  0.0172
H: 2.652 -2.137 5.884  0.0008
H: 1.820 -0.557 5.743  0.0002
H: 3.508 -0.623 6.279  -0.0001
H: 3.323 1.485 5.401  0.0003
H: 3.481 3.680 4.293  0.0000
H: 3.547 3.816 1.827  0.0000
H: 3.456 1.745 0.465  0.0001
H: 3.342 -0.454 1.584  -0.0402
C: 0.805 -2.213 -4.171  0.0047
Sb: 1.527 -2.703 -2.177  -0.0052
C: 2.008 -0.659 -1.740  0.0139
C: 3.497 -3.137 -2.881  0.0014
H: 1.507 -1.547 -4.678  0.0000
H: -0.174 -1.735 -4.115  -0.0028
H: 0.703 -3.126 -4.757  0.0000
H: 2.801 -0.331 -2.414  0.0006
H: 2.349 -0.575 -0.710  0.0044
H: 1.127 -0.030 -1.873  -0.0104
H: 3.697 -2.556 -3.782  0.0000
H: 3.605 -4.200 -3.086  0.0000
H: 4.204 -2.881 -2.096  -0.0001

Results
E_LUMO (alpha / beta): -1.30 / -1.33 eV
energy above the lowest of the compared OMol25 structures with the same formula, charge and spin: 0.101 eV
E: -89538.8251 eV
orbital gap (alpha / beta): 3.536 / 5.682 eV
largest force on an atom: 1.94 eV Å⁻¹
expectation value of S²: 3.79
2S+1: 4